Record 1
Formula: C5H8N2O6S
Source: the OMol25 dataset
Level of theory: ωB97M-V/def2-TZVPD

Results
Multiplicity = 1
HOMO level = -9.64 eV
Energy above the lowest of the compared OMol25 structures with the same formula, charge and spin = 39.4 kcal/mol
Kohn-Sham gap = 10.0934 eV

Geometry as XYZ:
```
22
Properties=species:S:1:pos:R:3:forces:R:3
H 2.6697 -3.3498 0.5377 1.3 0.2 -0.7
S -2.0497 -0.8461 0.0345 0.1 -0.5 0.4
O 1.1651 -0.3731 0.4993 -0.1 0.7 -0.3
C 0.4518 0.5770 -0.2671 -0.4 -1.6 -1.8
N -1.0482 0.5530 -0.1524 -0.9 -3.0 0.9
O 1.3394 -1.8587 -1.2485 0.0 1.2 -0.9
H 0.7587 2.2900 1.2243 0.7 -0.8 1.3
O -3.1574 -0.6332 0.8765 -0.5 1.4 1.6
H -3.6366 -0.4793 -1.3040 1.6 -1.0 0.0
H 0.1041 3.7092 -1.0054 1.2 -1.2 0.5
H 0.5810 0.3537 -1.3917 0.8 0.9 1.8
C 2.0398 -2.5682 0.8925 -1.1 0.7 -0.8
N 0.7766 2.9766 -0.6845 -4.0 2.2 -0.4
O -2.0221 2.5675 0.6017 -1.5 0.6 0.4
C 0.3901 2.0301 0.2628 -0.9 -0.5 -0.9
O -1.1981 -1.9481 0.3615 -0.1 0.9 -1.3
H 1.2283 -3.2131 1.1849 -1.1 0.4 0.1
C 1.5523 -1.5300 -0.1242 -0.6 -2.7 1.0
H 1.6552 2.9605 -1.0293 3.0 0.2 -1.2
C -1.1504 1.8244 0.3453 1.8 0.8 -0.4
O -2.7720 -1.0031 -1.3567 -0.3 0.6 -1.0
H 2.3226 -2.0392 1.7429 1.1 0.4 1.6
```
Forces are in eV/Å.

---

Record 2
Formula: C5H8N2S
Source: the OMol25 dataset
Level of theory: ωB97M-V/def2-TZVPD

Results
Multiplicity = 1
HOMO level = -8.33 eV
Energy above the lowest of the compared OMol25 structures with the same formula, charge and spin = 25.4 kcal/mol
Kohn-Sham gap = 9.1719 eV

Geometry as XYZ:
```
16
Properties=species:S:1:pos:R:3:forces:R:3
H -1.0880 -1.5817 -0.4485 0.7 -0.2 0.0
C -0.9930 -0.5265 -0.2671 0.8 -0.9 -0.8
C -1.4500 1.5595 0.0852 -1.2 0.4 -0.3
H -1.9531 2.5252 0.1665 0.3 -0.4 0.3
C 2.3260 -0.3679 0.7137 -1.1 -0.4 0.8
C 1.5296 -0.1790 -0.5806 0.3 0.6 -0.1
H 1.9862 0.6587 -1.1362 -0.4 -0.4 0.1
H 3.3756 -0.5447 0.5646 0.5 0.1 -0.3
H 2.1752 0.4961 1.4002 0.2 -0.5 -0.7
N -0.1415 1.4959 -0.0285 0.2 0.7 -0.3
H -3.5916 -1.4913 -0.2594 0.1 0.1 0.0
N 0.1497 0.2320 -0.2839 -0.5 -1.4 -0.1
H 1.9434 -1.2564 1.2484 0.1 0.3 -0.1
H 1.5284 -1.0671 -1.2565 -0.1 0.6 0.7
C -2.0589 0.2808 -0.0986 -0.2 0.9 1.0
S -3.7380 -0.2336 0.1808 0.2 0.4 -0.2
```
Forces are in eV/Å.

---

Record 3
Formula: C5H8N2S
Source: the OMol25 dataset
Level of theory: ωB97M-V/def2-TZVPD

Results
Multiplicity = 1
HOMO level = -7.86 eV
Energy above the lowest of the compared OMol25 structures with the same formula, charge and spin = 64.7 kcal/mol
Kohn-Sham gap = 8.7510 eV

Geometry as XYZ:
```
16
Properties=species:S:1:pos:R:3:forces:R:3
C -0.3728 -0.7351 2.2704 -2.0 -1.1 1.0
H 2.1914 1.9224 1.2553 -2.1 -0.3 -2.9
H -1.9097 -1.1046 -1.7382 0.3 0.5 -0.6
N 1.4591 1.7877 0.4148 1.6 0.3 3.3
H -0.9010 -1.2563 3.1186 1.1 1.0 -0.7
H -0.5331 -2.0022 -2.1120 0.5 0.5 -0.3
N -0.1024 -0.0035 -1.8354 1.7 4.0 6.5
C 0.3979 0.3484 2.1434 0.7 0.5 -2.6
H -1.1343 -0.9109 -3.2943 -0.5 0.3 -2.6
H 0.7741 1.0029 2.8821 0.4 0.3 0.9
S -0.9699 -1.2611 0.7648 -0.5 -1.3 -0.3
H 1.9369 1.6961 -0.4434 0.7 0.0 -1.0
C 0.6703 0.6675 0.7027 -0.5 -0.1 2.5
C -0.9344 -0.9873 -2.2930 -2.6 -3.3 2.2
C -0.0456 -0.1514 -0.0988 0.8 1.0 -4.4
H -0.5266 0.9874 -1.7370 0.4 -2.2 -1.1
```
Forces are in eV/Å.

---

Record 4
Formula: C5H8N2S
Source: the OMol25 dataset
Level of theory: ωB97M-V/def2-TZVPD

Results
Multiplicity = 1
HOMO level = -7.56 eV
Energy above the lowest of the compared OMol25 structures with the same formula, charge and spin = 28.9 kcal/mol
Kohn-Sham gap = 8.3781 eV

Geometry as XYZ:
```
16
Properties=species:S:1:pos:R:3:forces:R:3
N 0.8535 -1.1911 0.0203 0.1 -0.3 0.3
H -0.2013 1.3785 1.3349 -0.1 -0.3 -0.2
S 1.8727 -2.5796 -0.0249 -0.2 0.1 0.4
C 0.5358 -0.3739 -1.0758 -0.2 0.1 0.2
H -0.0920 -0.8636 3.0239 -0.4 0.3 0.6
H 1.6968 -2.7924 1.3142 0.0 0.1 -0.5
C 0.2504 -0.7458 1.1807 0.0 0.3 -0.6
C -0.8585 1.6919 -1.5861 1.1 0.8 -0.6
C -0.5455 0.4956 0.7628 0.3 0.1 0.2
N 0.4027 -1.3343 2.2959 0.4 -0.3 -0.5
H -0.5260 2.7229 -1.2495 -0.4 -1.1 -0.3
H -1.6039 0.3517 1.0008 0.0 0.0 -0.1
C -0.2768 0.6217 -0.7239 -0.1 0.0 0.2
H -0.4857 1.5710 -2.6371 -0.4 0.1 0.9
H 0.9251 -0.6175 -2.0495 0.1 0.0 -0.1
H -1.9472 1.6649 -1.5867 -0.1 0.1 0.0
```
Forces are in eV/Å.

---

Record 5
Formula: C5H8N3
Source: the OMol25 dataset
Level of theory: ωB97M-V/def2-TZVPD

Results
Multiplicity = 1
HOMO level (spin up / spin down) = -14.95 / -14.82 eV
Energy above the lowest of the compared OMol25 structures with the same formula, charge and spin = 145.3 kcal/mol
Net charge = +1
Kohn-Sham gap (spin up / spin down) = 7.4291 / 7.3399 eV

Geometry as XYZ:
```
16
Properties=species:S:1:pos:R:3:forces:R:3
C 1.1832 -0.1722 0.3114 -0.6 -1.4 -1.4
C -2.1220 0.5491 0.3376 -4.5 1.9 3.7
C -0.3081 0.2345 -1.5187 0.4 1.2 -1.2
H -1.8626 1.6402 0.4320 -0.2 -1.3 -0.1
H 2.2849 -1.1403 1.7465 1.0 0.4 -1.1
N 0.9420 0.3169 -0.8317 -0.1 0.4 0.4
H -3.1589 0.2223 0.8245 2.2 1.0 -1.4
H 2.5778 0.5721 1.6738 0.2 -0.5 -0.7
H 3.1865 -0.3524 0.2880 2.6 -0.5 -1.6
C -1.4889 -0.3034 -0.6249 1.3 0.7 -3.8
H -1.9980 -1.0241 -1.2202 -0.6 -0.9 0.4
C 2.4665 -0.3157 1.0010 -2.5 0.6 3.5
H -0.4823 1.3037 -2.0168 0.0 -2.6 0.8
H -0.2317 -0.6169 -2.2335 0.3 1.1 -0.1
N -1.1043 -0.3986 0.6617 5.2 -2.2 2.4
N 0.1158 -0.5153 1.1694 -4.7 2.0 0.0
```
Forces are in eV/Å.

---

Record 6
Formula: C5H8N3O
Source: the OMol25 dataset
Level of theory: ωB97M-V/def2-TZVPD

Results
Multiplicity = 1
HOMO level = -13.87 eV
Energy above the lowest of the compared OMol25 structures with the same formula, charge and spin = 93.1 kcal/mol
Net charge = +1
Kohn-Sham gap = 9.4006 eV

Geometry as XYZ:
```
17
Properties=species:S:1:pos:R:3:forces:R:3
H -0.5934 0.0189 2.0494 0.1 0.3 -1.1
H -2.8551 1.1561 -1.2200 -1.1 1.3 -1.3
C -0.5845 -0.0098 0.9277 2.7 1.0 -1.3
H 1.6836 1.4574 0.6080 -1.4 2.8 1.2
N 1.9264 0.5803 0.3452 2.4 -3.3 -2.4
H -0.6890 2.1840 0.0784 -0.3 0.3 0.1
N 1.1708 -1.6114 -0.1758 1.5 -0.8 -2.1
O 3.1139 0.6113 -0.4924 -1.9 -1.6 0.9
H 0.3551 -2.1468 0.1223 -0.1 -0.5 -0.7
N -1.2873 -1.0881 0.4362 -2.1 -2.7 0.2
C -1.1315 1.2058 0.0928 0.0 -1.7 0.3
C -2.1690 0.6928 -0.6076 1.0 -0.3 1.5
H -2.9102 -1.5483 -0.7481 0.0 0.7 0.0
H 1.7146 -1.7969 -1.0700 -0.7 -0.1 1.9
C 1.1150 -0.4434 0.3329 -3.4 3.4 1.8
H 3.4220 1.4921 -0.3491 0.8 1.1 0.1
C -2.2813 -0.7541 -0.3297 2.5 0.0 1.0
```
Forces are in eV/Å.

---

Record 7
Formula: C5H8N3O2
Source: the OMol25 dataset
Level of theory: ωB97M-V/def2-TZVPD

Results
Multiplicity = 1
HOMO level = -15.82 eV
Energy above the lowest of the compared OMol25 structures with the same formula, charge and spin = 123.8 kcal/mol
Net charge = +1
Kohn-Sham gap = 9.4154 eV

Geometry as XYZ:
```
18
Properties=species:S:1:pos:R:3:forces:R:3
H 2.6594 0.4669 -0.4716 -0.6 -1.4 -0.3
H -0.1546 2.1988 -0.7683 0.7 -0.2 0.2
O -3.3718 -0.1525 0.2587 1.1 -0.3 0.3
H 0.8534 1.1707 -1.8864 0.1 -0.1 -0.4
C 2.2950 -0.6234 -0.5559 2.3 1.0 2.8
H -1.1647 -2.0233 1.8081 0.3 1.0 -1.4
H -0.6555 -0.7501 2.6872 0.3 0.5 -2.0
H -1.0338 1.2741 -1.8405 1.4 -0.3 -0.3
N -0.1406 0.1455 -0.3482 -0.5 0.5 1.0
C -0.5872 -1.0635 1.5596 -2.0 0.0 1.9
O -2.3207 1.7477 0.1978 0.1 -1.0 0.4
N 0.7268 -1.3083 1.1440 -0.5 -1.2 1.3
C 0.9410 -0.6983 0.0891 2.9 0.8 -1.6
H 3.0783 -1.1764 0.1927 -2.1 1.0 -2.1
C -1.1005 -0.0455 0.4942 1.5 -3.0 1.5
H 2.3858 -0.9324 -1.5796 -0.1 -0.3 -0.4
N -2.3677 0.5179 0.3250 -2.5 2.6 -0.7
C -0.0425 1.2522 -1.3062 -2.4 0.4 -0.2
```
Forces are in eV/Å.

---

Record 8
Formula: C5H8N3O2
Source: the OMol25 dataset
Level of theory: ωB97M-V/def2-TZVPD

Results
Multiplicity = 1
HOMO level = -14.00 eV
Energy above the lowest of the compared OMol25 structures with the same formula, charge and spin = 125.1 kcal/mol
Net charge = +1
Kohn-Sham gap = 9.1646 eV

Geometry as XYZ:
```
18
Properties=species:S:1:pos:R:3:forces:R:3
H -2.5257 0.8808 -1.8539 0.3 0.1 1.0
C -2.0326 0.7357 -0.8417 1.0 -1.0 -2.5
H 0.2047 0.7687 2.0927 0.8 1.4 2.2
H 1.8213 -2.0373 -0.3009 0.0 -0.2 0.9
N 0.9421 1.4134 0.0335 -0.6 0.1 0.2
H -0.0639 -0.3439 -1.6664 -1.9 0.3 0.2
C 0.2333 0.2144 0.2660 1.2 -3.0 -0.5
N -0.4849 0.2999 1.5911 -1.8 -0.4 -1.7
C -0.7930 -0.2365 -0.7905 2.7 1.6 -0.2
O -2.4708 1.1816 0.1694 -0.7 0.7 1.1
C 1.8584 -1.0175 0.0593 -3.6 2.0 -0.7
O -1.2381 -1.4301 -0.2785 -2.1 -2.2 -2.1
H -1.7969 -1.8479 -1.0240 1.1 0.4 2.0
H -1.4758 0.8337 1.3700 2.0 -0.6 0.3
N 2.1312 1.2874 -0.2745 0.1 1.3 -0.1
H 3.7735 -0.0710 -0.2708 -1.6 0.0 -1.0
H -0.7206 -0.6018 2.0321 0.4 0.2 -0.5
C 2.6377 -0.0296 -0.3129 2.7 -0.6 1.5
```
Forces are in eV/Å.

---

Record 9
Formula: C5H8N4
Source: the OMol25 dataset
Level of theory: ωB97M-V/def2-TZVPD

Results
Multiplicity = 1
HOMO level = -10.15 eV
Energy above the lowest of the compared OMol25 structures with the same formula, charge and spin = 33.7 kcal/mol
Kohn-Sham gap = 10.8490 eV

Geometry as XYZ:
```
17
Properties=species:S:1:pos:R:3:forces:R:3
H -2.2284 -0.8942 -1.3094 0.6 0.8 1.4
C 1.5058 -0.1744 -0.2380 -2.3 -0.1 0.4
N 2.4087 -0.7205 -0.9740 0.7 0.9 0.0
H 0.0722 0.3260 2.2519 0.2 -0.2 -1.3
C 1.1883 1.1049 0.4829 1.4 0.1 -0.8
N 0.3661 -0.9837 -0.2698 2.9 2.0 -0.1
N 0.6331 -1.9190 -1.1532 -3.2 -1.7 0.6
H -2.6952 0.3278 0.0058 0.6 -0.3 -1.2
N 1.8065 -1.7919 -1.5181 2.4 -0.8 -1.5
H -1.6003 0.7435 -1.4309 0.3 -0.7 1.5
H 1.0828 1.9874 -0.2138 -0.5 -1.2 0.2
C -0.8114 -0.4516 0.3848 0.6 -0.1 -1.2
H -1.2289 -1.2162 1.0264 -0.2 0.0 0.2
C -1.8397 -0.0470 -0.6425 -2.3 0.6 -1.0
C -0.1284 0.6590 1.1879 1.1 1.3 2.5
H -0.6445 1.5754 1.4180 -1.1 0.1 -0.5
H 2.1132 1.4747 0.9918 -1.1 -0.7 0.8
```
Forces are in eV/Å.

---

Record 10
Formula: C5H8N4
Source: the OMol25 dataset
Level of theory: ωB97M-V/def2-TZVPD

Results
Multiplicity = 1
HOMO level = -8.61 eV
Energy above the lowest of the compared OMol25 structures with the same formula, charge and spin = 70.5 kcal/mol
Kohn-Sham gap = 9.2459 eV

Geometry as XYZ:
```
17
Properties=species:S:1:pos:R:3:forces:R:3
N -1.6239 -0.8844 -0.8901 1.8 -1.7 -0.4
C 2.9343 1.1292 -0.9012 -1.0 -2.3 0.3
H 3.0540 2.1731 -1.1155 0.8 0.4 -0.1
H -0.7811 -2.6552 -0.5481 0.5 -0.4 -0.5
C -1.8198 1.3189 -0.1913 -4.3 -0.4 0.2
N -0.5591 1.7557 -0.1868 2.4 0.7 0.3
N -2.2837 0.1616 -0.5008 -1.0 1.7 1.4
H 0.0140 -1.5999 1.3626 3.0 0.5 1.5
H -1.5442 -0.8935 1.8706 0.2 0.7 0.1
H 3.7936 0.5960 -0.3580 -1.1 1.2 -1.1
C -0.9995 -1.7115 1.4394 -2.7 -0.6 -1.5
H 2.6302 0.5698 -1.8488 0.9 0.7 1.1
N 1.7629 1.0512 0.0085 -0.7 0.3 -0.5
H -1.3158 -2.6097 2.0013 0.4 0.1 -0.7
C 0.5942 1.3324 -0.1876 0.2 -0.1 0.4
H -2.7314 2.0220 0.1356 2.7 -1.1 -0.9
C -1.1248 -1.7557 -0.0899 -1.9 0.5 0.4
```
Forces are in eV/Å.